DFT (wB97M-V/def2-TZVPD) results for a cluster of 2 separate species, C6H11NO in total in a non-equilibrium geometry.

HOMO-LUMO gap in eV: 10.57
SMILES string: C#CC(C)(C)O.C=N
HOMO level in eV: -9.676
F_max in Eh/bohr: 0.04362

Last column: natural (NBO) charge in e.
Geometry (Å):
1 C -0.792456 -1.918865 -0.684612  -0.280
2 C -0.200173 -0.906339 -0.425802  -0.002
3 C 0.806891 0.226173 -0.318482  0.185
4 C 1.897770 -0.021251 -1.366775  -0.597
5 C 1.390206 0.186144 1.104713  -0.614
6 O 0.215706 1.457811 -0.585399  -0.751
7 H -1.399539 -2.758469 -0.866409  0.234
8 H 1.458465 -0.008173 -2.361519  0.222
9 H 2.382642 -0.979570 -1.199707  0.210
10 H 2.634859 0.775069 -1.302332  0.216
11 H 1.832179 -0.785752 1.317293  0.210
12 H 0.613714 0.395383 1.839089  0.205
13 H 2.157020 0.953200 1.190990  0.218
14 H -0.704496 1.536991 -0.090202  0.495
15 C -2.338351 0.030699 0.947009  0.029
16 N -2.192519 1.216881 0.517197  -0.672
17 H -1.727953 -0.277621 1.787756  0.173
18 H -3.167846 -0.628276 0.686889  0.164
19 H -2.866121 1.505967 -0.189698  0.356

Forces on the atoms, in the same order (eV/Å):
C -0.032 0.406 0.239
C 1.114 0.082 -0.646
C -0.462 -0.879 0.482
C -0.285 0.089 0.130
C 0.039 0.079 -0.244
O -1.644 0.672 0.513
H -0.221 -0.425 -0.094
H -0.024 -0.018 -0.027
H 0.031 -0.066 0.021
H 0.067 0.097 0.048
H 0.008 -0.056 0.036
H -0.038 -0.003 0.028
H 0.047 0.073 0.011
H 2.115 -0.192 -0.722
C -0.855 0.943 0.636
N -0.210 -0.205 0.027
H 0.318 -0.261 -0.203
H 0.120 -0.014 -0.209
H -0.088 -0.321 -0.025

***

DFT (wB97M-V/def2-TZVPD) results for a structure of composition C6H11NO in a non-equilibrium geometry.

HOMO-LUMO gap in eV: 8.81
HOMO level in eV: -8.462
F_max in Eh/bohr: 0.16648

Last column: natural (NBO) charge in e.
Geometry (Å):
1 C 0.912483 1.217553 0.655097  -0.305
2 C 1.911099 0.367910 -0.185355  -0.145
3 C 1.593912 -1.001660 -0.570801  -0.268
4 C 0.591260 -1.642144 0.253485  -0.216
5 C -0.752431 -1.552107 0.415247  -0.228
6 C -1.487181 -0.447905 -0.606052  -0.074
7 H -0.564786 2.645655 0.103713  0.359
8 H -0.703777 1.026335 -0.521755  0.286
9 H 0.343742 0.567848 1.322124  0.186
10 H 1.267510 2.041768 1.241835  0.211
11 H 2.603234 0.767530 -0.919016  0.206
12 H 2.376755 -1.300839 -1.192492  0.237
13 H 1.047055 -2.515967 0.849434  0.213
14 H -1.345266 -2.304790 0.948151  0.225
15 H -0.528496 0.330663 -0.812088  0.190
16 H -1.805134 -0.922781 -1.639501  0.208
17 H -2.723573 0.571534 1.089036  0.473
18 N -0.051733 1.895784 -0.312293  -0.821
19 O -2.684674 0.255620 -0.118766  -0.738

Forces on the atoms, in the same order (eV/Å):
C -0.433 0.487 -1.436
C -2.664 -3.296 -1.613
C 0.168 7.264 3.471
C -0.582 -4.153 1.392
C -0.082 2.110 -3.264
C 0.810 -1.766 0.653
H -0.265 0.346 0.513
H -0.401 8.046 2.315
H 0.341 -0.120 0.105
H 1.100 0.058 0.327
H 0.314 0.757 0.708
H 0.425 -1.788 -1.023
H -0.676 1.151 -0.767
H 0.343 0.593 0.055
H -1.786 -8.026 -2.384
H 0.512 0.889 2.236
H 0.897 -1.774 -5.751
N 0.973 -1.386 0.052
O 1.003 0.608 4.411

***

DFT (wB97M-V/def2-TZVPD) results for the molecule C6H11NO in a non-equilibrium geometry.

HOMO-LUMO gap in eV: 10.10
SMILES string: CC1(C)CC=N[C@@H]1O
HOMO level in eV: -9.269
F_max in Eh/bohr: 0.09576

Last column: natural (NBO) charge in e.
Geometry (Å):
1 C -1.121644 0.310839 -1.027819  -0.608
2 C 0.036442 -0.056961 -0.099107  -0.116
3 C 0.240263 -1.616793 -0.297363  -0.578
4 C -0.352524 0.282151 1.354945  -0.476
5 C 1.048495 0.789550 1.865040  0.133
6 N 1.856716 0.913796 0.913823  -0.449
7 C 1.216105 0.775092 -0.407956  0.235
8 O 0.901966 2.055952 -0.885447  -0.731
9 H -1.487491 1.340629 -1.043859  0.229
10 H -2.081143 -0.238611 -0.936656  0.210
11 H -0.919750 0.020865 -2.114124  0.207
12 H 0.531572 -1.913309 -1.219527  0.209
13 H -0.742956 -2.081007 0.097763  0.210
14 H 1.039061 -2.007983 0.292304  0.210
15 H -0.811979 -0.464559 2.004356  0.229
16 H -1.060454 1.153435 1.525315  0.230
17 H 1.440054 1.049577 2.928940  0.204
18 H 1.915046 0.249465 -1.219508  0.161
19 H 1.662188 2.555375 -1.319349  0.493

Forces on the atoms, in the same order (eV/Å):
C -1.507 -0.656 -2.478
C -3.625 -1.428 -0.870
C -2.204 1.544 4.123
C 0.748 1.912 1.739
C -0.574 -0.585 0.662
N 2.053 1.013 -0.493
C 2.991 -0.718 -0.880
O 0.594 1.250 -0.837
H 0.735 0.108 0.229
H 0.634 -0.270 0.898
H 0.350 0.649 1.199
H 0.109 -0.556 -3.381
H 1.654 0.405 -1.053
H 0.571 -0.073 1.073
H 0.367 -0.544 -0.385
H 0.668 -0.734 -0.875
H -1.146 -0.684 -1.768
H -1.171 0.883 1.946
H -1.247 -1.516 1.151

***

DFT (wB97M-V/def2-TZVPD) results for the molecule C6H11NO in a non-equilibrium geometry.

HOMO-LUMO gap in eV: 9.76
SMILES string: C[C@@H]1N[C@@H]2COC[C@@H]12
HOMO level in eV: -8.736
F_max in Eh/bohr: 0.09801

Last column: natural (NBO) charge in e.
Geometry (Å):
1 C -0.918986 -2.169075 1.175185  -0.643
2 C -0.099706 -0.966937 0.801629  -0.051
3 N -0.417668 0.313240 1.511603  -0.597
4 C 0.535318 1.061266 0.445855  -0.076
5 C 0.379393 2.257525 -0.613975  -0.078
6 O 0.836361 1.500849 -1.820096  -0.562
7 C 0.662549 0.020511 -1.759972  -0.079
8 C -0.107162 -0.079779 -0.498747  -0.262
9 H -0.589039 -2.933327 0.379978  0.234
10 H -0.489809 -2.615300 2.178210  0.219
11 H -1.925392 -1.722899 1.435224  0.229
12 H 0.953713 -1.359242 1.021291  0.196
13 H -1.451153 0.777220 1.124628  0.327
14 H 1.588218 0.743511 0.838360  0.204
15 H 0.864054 3.210647 -0.549146  0.212
16 H -0.727834 2.436686 -0.601194  0.160
17 H 0.150804 -0.536055 -2.540999  0.188
18 H 1.789943 -0.268393 -1.838608  0.187
19 H -1.033604 0.329552 -0.689225  0.189

Forces on the atoms, in the same order (eV/Å):
C 0.850 -0.334 1.166
C 0.758 0.934 -0.486
N -1.695 3.321 0.009
C -0.157 -2.413 -0.452
C -1.467 -3.690 0.784
O -0.950 0.988 -0.365
C 2.903 0.477 0.298
C 4.621 -0.694 1.888
H -1.871 0.745 1.028
H -0.868 1.013 -1.827
H 0.384 -1.710 -1.015
H -0.893 1.532 -0.301
H 3.266 -2.348 1.530
H -1.709 1.063 -1.166
H 0.817 0.042 0.023
H 0.729 0.091 -0.490
H -0.243 1.059 -0.890
H -2.065 -0.328 0.738
H -2.411 0.251 -0.474

***

DFT (wB97M-V/def2-TZVPD) results for the molecule C6H11NO in a non-equilibrium geometry.

HOMO-LUMO gap in eV: 9.37
SMILES string: C[C@H]1CO[C@@H]2C[C@@]12N
HOMO level in eV: -8.446
F_max in Eh/bohr: 0.09017

Last column: natural (NBO) charge in e.
Geometry (Å):
1 C 1.342715 -1.320179 -0.124048  -0.602
2 C 0.708982 -0.125077 0.590878  -0.286
3 C 1.071728 1.188943 -0.109082  -0.085
4 O -0.158621 1.608469 -0.693949  -0.516
5 C -0.774841 0.307188 -0.958509  0.035
6 C -1.819504 -0.604363 -0.620608  -0.368
7 C -0.772975 -0.211515 0.511480  0.040
8 N -1.537332 0.821826 1.324356  -0.868
9 H 2.380846 -1.008739 -0.527919  0.204
10 H 1.409040 -2.261993 0.493533  0.229
11 H 0.851043 -1.522788 -1.207402  0.196
12 H 1.057366 -0.176050 1.663434  0.219
13 H 1.814846 0.983887 -0.842992  0.174
14 H 1.405645 2.011726 0.545364  0.200
15 H -0.224460 -0.126445 -1.736736  0.182
16 H -2.834397 -0.418566 -0.264323  0.261
17 H -1.726776 -1.575761 -1.229914  0.235
18 H -1.231119 1.812142 0.823135  0.391
19 H -0.962186 0.617293 2.363302  0.360

Forces on the atoms, in the same order (eV/Å):
C 1.343 -0.616 -2.745
C 1.246 -2.500 1.828
C -0.862 0.898 1.138
O -1.274 0.624 -1.930
C 0.600 2.919 0.346
C -1.290 -2.072 0.888
C -2.061 0.204 -1.275
N 3.788 0.356 1.570
H -1.182 -0.728 1.168
H -0.124 1.074 -0.818
H 0.710 0.028 2.786
H -0.182 0.263 -0.902
H 0.650 0.064 -0.839
H -0.073 -0.397 -0.197
H 1.281 -0.625 -0.520
H 0.419 0.101 -0.058
H -0.093 1.628 0.911
H -0.628 -2.863 2.345
H -2.270 1.642 -3.695

***

DFT (wB97M-V/def2-TZVPD) results for a cluster of 3 separate species, C6H11NO in total in a non-equilibrium geometry.

HOMO-LUMO gap (alpha / beta) in eV: 8.52 / 8.17
HOMO level (alpha / beta) in eV: -7.948 / -7.575
F_max in Eh/bohr: 0.02726

Last column: natural (NBO) charge in e.
Geometry (Å):
1 C -0.530537 -1.549996 0.123055  -0.404
2 C 0.623021 -1.596588 -2.597212  -0.584
3 C -1.170610 1.798196 1.358272  -0.729
4 N 0.405060 -0.567855 -0.403584  -0.506
5 C 0.318820 0.415083 -1.120542  0.913
6 C 0.144320 1.137484 1.235283  0.113
7 C 1.236143 1.178855 1.959031  -0.534
8 O 0.412300 1.366607 -1.782890  -0.503
9 H -0.672650 -1.348154 1.183156  0.219
10 H -1.485648 -1.514238 -0.398781  0.202
11 H -0.089423 -2.536215 0.001195  0.215
12 H 1.267179 -0.950173 -3.177948  0.181
13 H -0.394865 -1.705566 -2.950415  0.170
14 H 1.085669 -2.477758 -2.175002  0.171
15 H -1.984869 1.069229 1.416283  0.219
16 H -1.371574 2.440855 0.496775  0.232
17 H -1.217598 2.422459 2.264698  0.218
18 H 2.129089 0.614338 1.711401  0.213
19 H 1.296173 1.803437 2.857223  0.194

Forces on the atoms, in the same order (eV/Å):
C 0.221 0.297 -0.163
C 0.188 -0.761 -1.162
C -0.135 0.069 0.005
N -0.264 0.546 -0.598
C 0.242 -0.959 0.738
C -0.018 0.798 1.045
C 0.019 0.003 0.025
O -0.126 0.028 -0.040
H -0.039 -0.039 0.016
H 0.001 -0.019 0.027
H -0.032 -0.013 0.023
H -0.020 0.086 0.106
H -0.031 0.075 0.105
H -0.022 0.062 0.109
H 0.048 0.023 -0.009
H 0.017 -0.033 0.032
H 0.038 -0.086 -0.110
H -0.040 -0.014 -0.050
H -0.047 -0.063 -0.098